Formula: C4H5BeO2
Source: the Open Molecules 2025 dataset
Level of theory: ωB97M-V/def2-TZVPD

Energy relative to the best compared isomer or geometry (same formula, charge and spin) (kJ/mol): 259.6
HOMO-LUMO gap (alpha / beta) (eV): 4.7 / 5.8
HOMO (alpha / beta) (eV): -16.55 / -17.84
Expectation value of S²: 0.76

ORCA input file:
```
! wB97M-V def2-TZVPD RIJCOSX def2/J DEFGRID3
* xyz 2 2
H -0.051 -2.082 1.680
C 0.700 -0.785 0.993
C -0.653 -1.001 1.385
O -1.457 -0.350 1.995
Be -2.567 -0.471 2.521
H 1.016 -1.077 -0.013
O 1.040 1.984 0.664
C 1.248 0.855 1.114
C 1.905 0.053 2.011
H 0.229 2.075 0.120
H 1.521 0.042 3.039
H 2.949 -0.213 1.825
*
```

Mulliken population analysis, charges in e, atoms 1 to 5: 0.24 -0.23 0.00 0.32 0.30